[1]
Molecular formula: C4H4O3S
Method: DFT, ωB97M-V/def2-TZVPD

Each line ends with the Mulliken charge.
Element x y z (Å)
C 0.39 0.70 0.26  0.134
C -0.87 1.43 -0.03  -0.549
C 1.16 -0.21 -0.69  -0.618
C 0.44 -0.73 0.57  0.071
O -1.63 -0.05 -1.41  -0.388
O -0.77 -1.41 0.56  -0.363
O -1.82 0.94 0.78  -0.116
S -1.98 -0.46 -0.11  0.579
H 0.85 1.41 0.95  0.407
H 2.21 -0.40 -0.70  0.262
H 0.79 -0.27 -1.64  0.285
H 1.23 -0.94 1.44  0.296

Properties
Maximum force: 6.22 eV/A
Net charge: 0
HOMO: -8.399 eV
Spin multiplicity: 1
Energy above the lowest of the compared OMol25 structures with the same formula, charge and spin: 166.2 kcal/mol
Frontier orbital gap: 8.3 eV
SMILES string: O=[S@]12=C(O1)[C@@H]1C[C@@H]1O2
LUMO level: -0.121 eV
Electronic energy: -21183.505 eV


[2]
Molecular formula: C21H51FN4O9P2S2Si2
Method: DFT, ωB97M-V/def2-TZVPD

Each line ends with the Mulliken charge.
Element x y z (Å)
C -3.47 -0.72 -6.13  -1.068
C -4.07 -2.14 -6.05  -0.812
P -2.82 -3.44 -5.57  -0.115
C -3.89 -4.90 -5.13  -0.098
C -4.88 -5.15 -6.30  -1.435
Si -1.79 -2.68 -3.72  -0.115
C -3.17 -1.99 -2.58  -0.693
C -3.41 -2.81 -1.30  -0.865
C -3.99 -4.22 -1.52  -0.368
N -3.69 -5.01 -0.29  -0.782
C -0.76 -4.01 -2.90  -0.713
C 0.49 -3.51 -2.11  -0.999
C 0.23 -3.12 -0.64  -0.805
C -0.03 -1.61 -0.55  0.010
N 0.18 -1.05 0.78  0.320
C 0.05 0.28 0.98  -0.528
C 0.25 0.55 2.29  -0.610
C 0.54 -0.69 2.92  -0.697
C 0.49 -1.65 1.96  -0.365
O -0.89 -1.32 -4.22  0.079
Si 0.28 -1.52 -5.35  -0.088
N -0.27 -1.68 -6.99  -0.669
F 1.27 -2.76 -5.04  -0.324
P 1.50 0.37 -5.30  0.836
N 0.46 1.53 -5.34  -0.848
O 2.46 0.48 -4.02  -0.544
O 2.43 0.47 -6.61  -0.555
H -3.43 -0.23 -5.16  0.171
H -2.50 -0.68 -6.63  0.202
H -4.15 -0.11 -6.74  0.478
H -4.87 -2.10 -5.31  0.466
H -4.51 -2.38 -7.02  0.584
H -3.32 -5.81 -4.97  0.476
H -4.51 -4.61 -4.28  0.082
H -5.45 -6.07 -6.09  0.431
H -4.38 -5.22 -7.26  0.364
H -5.62 -4.35 -6.30  0.319
H -4.12 -1.93 -3.12  0.574
H -2.87 -0.98 -2.28  0.580
H -4.17 -2.27 -0.72  0.542
H -2.54 -2.91 -0.65  0.217
H -3.53 -4.75 -2.36  0.200
H -5.07 -4.19 -1.59  0.466
H -2.69 -5.16 -0.29  0.236
H -4.15 -5.91 -0.34  0.272
H -1.33 -4.67 -2.25  0.596
H -0.38 -4.65 -3.70  0.500
H 1.00 -2.68 -2.59  0.185
H 1.21 -4.33 -2.11  0.514
H -0.54 -3.71 -0.15  0.435
H 1.17 -3.30 -0.11  0.609
H 0.54 -1.04 -1.29  0.087
H -1.09 -1.46 -0.79  0.004
H -0.17 1.04 0.25  0.378
H 0.20 1.52 2.77  0.464
H 0.74 -0.86 3.96  0.481
H 0.64 -2.71 1.99  0.383
H -0.44 -2.67 -7.16  0.208
H 0.54 -1.46 -7.58  0.323
H -0.49 1.15 -5.34  0.318
H 1.91 0.32 -3.24  0.346
H 1.84 0.68 -7.34  0.378
O 2.21 0.96 5.04  -0.518
S 2.85 1.71 6.08  1.083
O 3.10 3.11 5.93  -0.558
O 4.20 0.97 6.48  -0.315
C 5.16 0.71 5.44  -0.313
C 5.89 1.97 4.99  -0.980
C 2.00 1.45 7.60  -1.044
H 4.68 0.22 4.60  0.284
H 5.88 0.01 5.86  0.284
H 5.21 2.67 4.51  0.282
H 6.68 1.72 4.28  0.392
H 6.33 2.48 5.85  0.264
H 1.83 0.39 7.74  0.348
H 1.05 1.98 7.53  0.376
H 2.59 1.86 8.41  0.358
O 1.27 7.76 8.13  -0.658
S 2.28 7.27 7.25  1.191
O 3.65 7.65 7.43  -0.614
O 1.85 7.60 5.75  -0.246
C 1.55 8.96 5.41  -0.361
C 2.80 9.82 5.31  -0.996
C 2.18 5.52 7.14  -1.011
H 0.84 9.38 6.12  0.337
H 1.06 8.93 4.44  0.262
H 3.29 9.92 6.27  0.310
H 2.55 10.82 4.95  0.384
H 3.52 9.37 4.62  0.265
H 1.15 5.24 6.97  0.357
H 2.54 5.12 8.08  0.410
H 2.82 5.18 6.33  0.409

Properties
Maximum force: 2.49 eV/A
Net charge: 0
HOMO: -8.150 eV
Spin multiplicity: 1
Frontier orbital gap: 8.6 eV
LUMO level: 0.460 eV
Electronic energy: -105718.466 eV


[3]
Molecular formula: C2H7NO3
Method: DFT, ωB97M-V/def2-TZVPD

Each line ends with the Mulliken charge.
Element x y z (Å)
O -1.16 1.96 -0.23  -0.235
C -1.37 1.10 0.61  0.183
N -0.94 -0.15 0.60  0.049
C -0.35 -0.84 -0.58  -0.410
O 0.36 -2.06 -0.18  -0.519
H -1.90 1.32 1.57  0.381
H -0.98 -0.75 1.42  0.305
H -1.16 -1.01 -1.29  0.342
H 0.27 -0.07 -1.07  0.493
H 1.16 -2.33 -0.74  0.377
H 2.01 0.23 0.25  0.340
H 1.86 1.71 0.04  0.326
O 2.20 0.90 -0.39  -0.634

Properties
Maximum force: 4.00 eV/A
Net charge: +1
HOMO (spin up / spin down): -15.784 / -15.690 eV
Spin multiplicity: 2
Energy above the lowest of the compared OMol25 structures with the same formula, charge and spin: 45.7 kcal/mol
Frontier orbital gap (spin up / spin down): 11.3 / 5.7 eV
LUMO level (spin up / spin down): -4.523 / -10.037 eV
Electronic energy: -9809.433 eV


[4]
Molecular formula: C33H78N9O27
Method: DFT, ωB97M-V/def2-TZVPD

Each line ends with the Mulliken charge.
Element x y z (Å)
C -0.49 -7.47 1.73  -1.178
C -0.47 -6.17 0.96  0.512
O -1.32 -5.35 1.04  -0.239
N 0.81 -5.91 0.08  -0.016
H 1.64 -6.15 0.61  0.421
H 0.67 -6.43 -0.77  0.418
C 0.89 -4.45 -0.41  -0.444
H -1.28 -7.26 2.46  0.257
H 0.44 -7.78 2.19  0.399
H -0.85 -8.31 1.15  0.365
H 1.03 -4.01 0.58  0.016
H 0.11 -4.05 -1.05  0.027
H 1.78 -4.30 -1.02  0.472
C -7.05 -2.03 -3.25  -1.044
C -6.37 -0.73 -3.14  0.727
O -6.58 0.18 -3.88  -0.418
N -5.12 -0.68 -2.24  1.095
H -4.52 -1.50 -2.28  0.185
H -4.51 0.03 -2.62  -0.182
C -5.44 -0.44 -0.74  -0.778
H -7.54 -2.32 -2.32  0.353
H -6.38 -2.84 -3.55  0.223
H -7.83 -2.04 -4.00  0.348
H -6.20 -1.06 -0.26  0.308
H -5.80 0.58 -0.90  0.554
H -4.53 -0.26 -0.16  0.015
C 0.64 2.81 -5.51  -1.042
C 1.02 4.01 -4.68  0.395
O 1.39 3.94 -3.53  -0.172
N 0.72 5.37 -5.35  -0.197
H 1.25 5.49 -6.20  0.406
H -0.18 5.31 -5.81  0.418
C 0.53 6.64 -4.44  -0.631
H 1.01 1.91 -5.03  0.168
H 0.93 2.99 -6.55  0.521
H -0.44 2.72 -5.45  0.327
H 0.53 7.53 -5.06  0.369
H 1.32 6.48 -3.71  0.240
H -0.38 6.61 -3.85  0.258
C 0.64 1.79 -1.73  0.804
C 0.13 0.97 -0.53  0.294
O 0.59 1.04 0.61  -0.532
N -0.90 -0.06 -0.96  1.109
H -1.67 0.22 -1.54  0.566
H -0.44 -0.74 -1.56  0.214
C -1.42 -0.95 0.18  1.020
H 0.74 1.11 -2.58  -0.195
H 1.56 2.34 -1.52  -0.511
H -0.21 2.44 -1.95  -0.199
H -1.87 -0.39 1.00  -0.409
H -0.70 -1.70 0.51  -0.616
H -2.21 -1.61 -0.19  0.090
C 3.10 2.05 6.83  -1.314
C 2.24 0.89 6.33  0.688
O 1.63 0.09 7.09  -0.402
N 2.24 0.67 4.84  0.129
H 2.90 1.35 4.50  0.423
H 2.65 -0.23 4.65  0.241
C 0.82 0.76 4.18  -0.494
H 4.13 1.98 6.48  0.373
H 3.14 2.21 7.91  0.353
H 2.78 3.04 6.48  0.380
H 0.96 0.99 3.12  0.073
H 0.24 1.53 4.69  0.443
H 0.40 -0.24 4.21  0.150
C -3.02 -4.77 4.36  -1.221
C -2.05 -3.58 4.57  0.803
O -1.51 -3.29 5.61  -0.526
N -2.09 -2.57 3.38  2.456
H -1.13 -2.44 3.12  -0.496
H -2.66 -3.00 2.66  -0.324
C -2.88 -1.38 3.85  -0.720
H -3.17 -5.35 3.45  0.186
H -4.02 -4.36 4.51  0.373
H -3.09 -5.42 5.23  0.487
H -3.91 -1.66 4.04  0.345
H -2.82 -0.71 2.99  0.042
H -2.47 -0.87 4.72  0.318
C 2.82 -1.18 0.11  0.436
C 3.88 -2.28 0.19  -0.095
O 3.94 -3.11 -0.73  -0.462
N 5.05 -2.28 1.29  -0.001
H 5.94 -2.34 0.80  0.389
H 4.96 -1.45 1.85  0.370
C 4.92 -3.51 2.15  -0.612
H 3.37 -0.24 0.08  0.497
H 2.26 -1.24 1.04  -0.030
H 2.13 -1.32 -0.72  -0.467
H 5.72 -3.48 2.88  0.403
H 5.01 -4.47 1.62  0.291
H 3.96 -3.39 2.65  0.175
C 1.59 6.83 -0.14  -1.083
C 0.45 5.78 -0.20  0.355
O 0.52 4.76 -0.93  -0.228
N -0.88 6.09 0.48  0.192
H -1.16 5.28 1.01  0.298
H -0.86 6.80 1.20  0.491
C -2.03 6.37 -0.46  -0.727
H 2.47 6.49 -0.68  0.129
H 1.87 6.81 0.91  0.430
H 1.22 7.82 -0.41  0.386
H -2.23 5.45 -1.01  0.201
H -1.80 7.20 -1.14  0.345
H -2.88 6.61 0.16  0.398
C 7.39 1.23 -1.18  -1.210
C 6.19 1.87 -1.81  0.568
O 5.39 1.27 -2.45  -0.311
N 6.16 3.42 -1.61  -0.144
H 6.51 3.70 -0.71  0.433
H 6.87 3.87 -2.17  0.414
C 4.78 4.08 -1.76  -0.553
H 8.34 1.67 -1.48  0.397
H 7.32 0.15 -1.27  0.334
H 7.22 1.30 -0.11  0.373
H 3.87 3.49 -1.70  -0.085
H 4.79 4.40 -2.81  0.344
H 4.75 4.93 -1.08  0.439
O -4.95 -4.31 -0.23  -0.566
C -4.55 -3.94 0.97  0.307
O -4.95 -4.51 1.98  -0.787
O -3.63 -3.12 1.04  -0.456
H -4.28 -3.78 -0.68  0.165
O -3.00 -4.91 -2.51  -0.484
C -2.63 -3.73 -2.71  0.355
O -1.45 -3.63 -3.20  -0.912
O -3.35 -2.77 -2.36  -0.592
H -2.08 -5.16 -2.64  0.384
O -2.32 3.08 -3.05  -0.034
C -3.15 2.07 -3.10  0.250
O -2.86 0.98 -2.60  -1.085
O -4.19 2.22 -3.77  -0.850
H -2.84 3.81 -3.40  0.205
O 1.75 -2.36 4.71  -0.343
C 1.31 -2.96 3.57  -0.116
O 1.73 -4.06 3.25  -0.773
O 0.64 -2.26 2.77  -0.516
H 2.32 -3.09 4.96  0.346
O -2.92 1.74 0.79  -0.148
C -2.23 2.36 1.78  0.575
O -2.12 1.91 2.89  -0.653
O -1.78 3.46 1.42  -0.934
H -2.68 2.30 0.05  0.017
O 0.45 -1.53 -2.71  -0.215
C 1.09 -1.41 -3.87  0.541
O 0.89 -2.28 -4.67  -0.626
O 1.92 -0.45 -4.06  -0.814
H -0.03 -2.28 -3.08  -0.175

Properties
Maximum force: 6.81 eV/A
Net charge: +3
HOMO: -11.399 eV
Spin multiplicity: 1
Energy above the lowest of the compared OMol25 structures with the same formula, charge and spin: 107.7 kcal/mol
Frontier orbital gap: 3.4 eV
LUMO level: -7.987 eV
Electronic energy: -104147.113 eV


[5]
Molecular formula: C3H7NO3
Method: DFT, ωB97M-V/def2-TZVPD

Each line ends with the Mulliken charge.
Element x y z (Å)
C 0.07 1.18 1.19  -1.046
C -0.57 0.52 0.01  0.146
C -1.80 0.75 -0.43  -0.739
H 0.24 0.00 -0.70  0.378
H -0.53 2.00 1.58  0.375
H 0.24 0.44 1.98  0.239
H 1.06 1.57 0.91  0.270
H -2.24 0.13 -1.21  0.235
H -2.41 1.56 -0.05  0.267
O 1.24 -1.21 -1.18  -0.324
O 2.43 -0.87 -0.43  -0.296
N 0.05 -1.95 -0.17  0.353
O -0.76 -2.50 -0.82  -0.185
H 2.99 -1.62 -0.69  0.328

Properties
Maximum force: 5.25 eV/A
Net charge: 0
HOMO: -9.142 eV
Spin multiplicity: 1
Energy above the lowest of the compared OMol25 structures with the same formula, charge and spin: 207.3 kcal/mol
Frontier orbital gap: 8.0 eV
LUMO level: -1.178 eV
Electronic energy: -10849.378 eV


[6]
Molecular formula: CH3NO3
Method: DFT, ωB97M-V/def2-TZVPD

Each line ends with the Mulliken charge.
Element x y z (Å)
C -1.35 0.45 -0.13  -0.222
N -0.04 -0.29 -0.41  0.328
O -2.33 -0.14 0.13  -0.525
O 0.01 -1.62 0.05  -0.326
O 1.13 0.34 0.08  -0.379
H -1.43 1.56 -0.29  0.391
H -0.94 -1.80 0.02  0.359
H 1.89 -0.17 -0.30  0.373

Properties
Maximum force: 6.60 eV/A
Net charge: 0
HOMO (spin up / spin down): -5.310 / -10.323 eV
Spin multiplicity: 3
Energy above the lowest of the compared OMol25 structures with the same formula, charge and spin: 34.9 kcal/mol
Frontier orbital gap (spin up / spin down): 5.9 / 7.5 eV
LUMO level (spin up / spin down): 0.571 / -2.801 eV
Electronic energy: -8710.392 eV


Please write out number 1 again, unchanged.
Molecular formula: C4H4O3S
Method: DFT, ωB97M-V/def2-TZVPD

Each line ends with the Mulliken charge.
Element x y z (Å)
C 0.39 0.70 0.26  0.134
C -0.87 1.43 -0.03  -0.549
C 1.16 -0.21 -0.69  -0.618
C 0.44 -0.73 0.57  0.071
O -1.63 -0.05 -1.41  -0.388
O -0.77 -1.41 0.56  -0.363
O -1.82 0.94 0.78  -0.116
S -1.98 -0.46 -0.11  0.579
H 0.85 1.41 0.95  0.407
H 2.21 -0.40 -0.70  0.262
H 0.79 -0.27 -1.64  0.285
H 1.23 -0.94 1.44  0.296

Properties
Maximum force: 6.22 eV/A
Net charge: 0
HOMO: -8.399 eV
Spin multiplicity: 1
Energy above the lowest of the compared OMol25 structures with the same formula, charge and spin: 166.2 kcal/mol
Frontier orbital gap: 8.3 eV
SMILES string: O=[S@]12=C(O1)[C@@H]1C[C@@H]1O2
LUMO level: -0.121 eV
Electronic energy: -21183.505 eV